<a>
This record from the Open Molecules 2025 dataset describes an isolated molecule of C4H6O2. The level of theory is ωB97M-V/def2-TZVPD.

Geometry (Å):
O 1.206 0.438 1.388
O -0.762 -1.409 -0.978
C 0.076 -0.411 1.172
C -0.205 -0.321 -0.313
C -0.227 1.029 -0.917
C 1.064 0.288 -0.917
H 0.283 -1.453 1.450
H -0.728 -0.031 1.813
H 1.910 0.132 0.781
H -0.581 1.070 -1.948
H -0.340 1.952 -0.353
H -1.718 -1.278 -1.020

Results
- HOMO energy: -9.21 eV
- LUMO energy: -0.446 eV
- Net charge: 0

Atom charges from the natural (NBO) analysis, given in e for atoms 1 to 5: -0.70 -0.69 -0.08 0.04 -0.63


<b>
This record from the Open Molecules 2025 dataset describes an isolated molecule of C4H6O2. The level of theory is ωB97M-V/def2-TZVPD.

Geometry (Å):
O 1.205 -0.326 1.178
O -1.778 0.110 -0.213
C -0.801 -0.911 -0.457
C -0.835 0.961 0.459
C 0.256 -0.084 0.188
C 1.659 0.004 -0.148
H -0.848 1.989 0.062
H -1.034 1.013 1.542
H -0.686 -1.085 -1.540
H 2.176 -0.831 -0.640
H 1.637 1.000 -0.512
H -0.952 -1.839 0.081

Results
- SMILES string: C1OCC12CO2
- HOMO energy: -9.83 eV
- LUMO energy: 0.964 eV
- Net charge: 0

Atom charges from the natural (NBO) analysis, given in e for atoms 1 to 5: -0.45 -0.53 -0.08 -0.09 0.17


<c>
This record from the Open Molecules 2025 dataset describes a structure of composition C4H6O2. The level of theory is ωB97M-V/def2-TZVPD.

Geometry (Å):
O -2.209 0.532 -1.695
O 0.524 -0.926 0.236
C 0.867 -0.348 -1.034
C -1.618 0.044 -0.750
C -0.233 0.374 -0.430
C 0.518 0.365 1.435
H 1.869 0.081 -1.095
H 0.634 -1.073 -1.813
H 1.341 1.035 1.205
H -2.136 -0.614 -0.016
H -0.354 0.918 1.778
H 0.797 -0.388 2.179

Results
- HOMO energy: -8.40 eV
- LUMO energy: 0.365 eV
- Net charge: 0

Atom charges from the natural (NBO) analysis, given in e for atoms 1 to 5: -0.54 -0.47 -0.13 0.34 -0.04


<d>
This record from the Open Molecules 2025 dataset describes an isolated molecule of C4H6O2. The level of theory is ωB97M-V/def2-TZVPD.

Geometry (Å):
O -0.822 0.857 -0.540
O -0.413 -1.364 -0.018
C 1.380 0.204 0.013
C 0.990 -1.054 -0.036
C -1.277 -0.206 0.267
C 0.340 1.356 0.229
H -1.393 -0.028 1.248
H 0.081 1.701 1.286
H 1.712 -1.715 -0.234
H 0.686 2.027 -0.446
H -2.237 -0.442 -0.210
H 2.436 0.711 -0.020

Results
- SMILES string: C1=COCOC1
- HOMO energy: -9.13 eV
- LUMO energy: 0.997 eV
- Net charge: 0

Atom charges from the natural (NBO) analysis, given in e for atoms 1 to 5: -0.51 -0.53 -0.31 0.12 0.22


Relative energies, kcal/mol: <a> 51.8; <b> 11.7; <c> 76.2; <d> 0.0.


<a>
This record from the Open Molecules 2025 dataset describes a cluster of 14 separate species, C37H106N22O14 in total. The level of theory is ωB97M-V/def2-TZVPD.

Geometry (Å):
O 0.850 4.874 2.859
O 8.343 1.645 -4.904
O 4.118 5.815 1.757
O -8.221 -1.600 -1.487
O -1.136 -5.133 -4.019
O -3.343 3.476 -0.937
O 0.147 -4.846 0.430
O -2.756 2.694 2.908
O 0.827 -0.967 -3.013
O -4.015 -3.020 5.278
O 3.507 -0.508 4.627
O 3.316 0.610 -5.608
O -0.274 5.228 -2.054
O 6.177 -1.683 0.488
N 6.530 0.754 -6.009
N -5.591 -2.837 -3.656
N 0.777 0.069 -2.037
N -3.355 -4.769 -3.465
N 6.225 1.999 -4.075
N 3.287 -3.463 4.233
N -5.168 4.326 -2.103
N 6.333 5.944 -0.441
N -0.934 4.671 1.433
N 5.581 -1.141 2.634
N 1.095 1.056 -5.262
N 1.840 4.781 -2.867
N -0.969 -2.448 5.886
N -1.927 -2.965 -3.818
N 2.042 1.450 -7.336
N 4.829 -3.110 1.690
N -3.189 -6.056 1.502
N -4.057 1.809 1.273
N -3.790 0.727 3.314
N 0.132 3.270 -3.219
N 0.989 5.726 0.702
N -2.984 4.644 -2.839
C -6.178 -2.359 -2.384
C -3.534 1.829 2.534
C -5.290 -1.218 -1.908
C -7.604 -1.912 -2.729
C 4.784 4.579 -1.693
C -0.815 -5.360 1.320
C 4.899 5.587 -0.534
C 0.690 1.282 0.591
C 0.362 5.046 1.735
C -2.655 -4.208 0.034
C 3.101 0.611 -2.316
C 2.027 0.243 -1.289
C -4.655 -1.812 5.625
C -2.154 -5.516 0.617
C -3.836 4.086 -1.907
C -0.553 1.094 -0.251
C 1.907 1.396 -0.298
C 2.513 -1.024 -0.564
C 2.386 -2.706 5.149
C 4.358 5.378 3.091
C -2.075 -4.347 -3.771
C -9.567 -1.231 -1.560
C 2.231 1.028 -6.029
C -0.787 -1.338 -0.645
C 0.513 4.471 -2.667
C 5.616 -1.984 1.552
C -1.619 0.315 -2.341
C 4.416 4.915 0.741
C -2.925 -2.841 4.404
C 2.034 -3.575 6.345
C 1.269 -4.334 1.120
C 7.118 1.508 -5.019
C -0.549 -0.002 -1.331
C 3.027 -1.405 5.592
C -0.919 -1.475 3.620
C -1.814 -1.862 4.802
C 2.527 -0.010 3.714
H 5.530 0.707 -6.023
H -1.530 1.319 -2.752
H 0.210 1.348 -5.630
H -0.736 2.028 -0.796
H -4.148 -1.389 6.498
H -1.400 5.038 0.626
H -3.599 -4.337 -0.518
H -9.960 -0.983 -0.572
H -1.258 -1.987 6.749
H 6.715 2.315 -3.257
H -1.453 4.215 2.167
H 2.966 -4.001 6.722
H -2.778 -2.448 -3.941
H -5.710 -1.968 5.829
H 4.886 -1.263 3.349
H 1.040 0.631 -4.341
H 2.320 -0.871 6.249
H -1.790 -1.360 -0.208
H -2.468 -3.817 4.231
H -5.406 -2.083 -4.307
H 3.025 0.708 3.066
H 0.743 0.537 1.405
H -2.007 -3.819 -0.747
H -5.252 -0.385 -2.616
H 6.679 6.179 -1.363
H 0.964 -3.433 1.660
H -3.670 2.539 0.669
H 4.201 -3.378 4.675
H 0.521 2.081 1.322
H -1.546 -1.508 2.723
H -2.921 -6.836 2.085
H 3.575 -0.917 -0.339
H 2.716 1.458 -2.892
H 4.050 0.898 -1.860
H -5.651 4.990 -2.667
H 3.825 -1.587 6.323
H -0.581 -6.394 1.617
H 1.144 1.617 -7.734
H 1.911 2.390 -0.761
H -0.853 3.103 -3.158
H 2.820 1.290 -7.951
H -4.490 0.063 3.049
H -3.331 -2.527 3.425
H 5.337 3.672 -1.420
H 0.666 5.640 -0.243
H 2.967 -4.419 4.161
H 1.497 -3.060 7.147
H -3.447 -5.747 -3.267
H 6.895 5.165 -0.115
H -2.628 0.338 -1.916
H 3.478 4.771 3.350
H -0.014 -2.105 5.808
H -6.239 -3.471 -4.113
H -4.082 -4.098 -3.223
H 4.407 6.520 -0.818
H 2.816 1.441 0.313
H -3.350 0.613 4.204
H -4.299 0.926 0.865
H 1.974 5.833 0.908
H -5.768 3.749 -1.528
H -0.878 -4.733 2.216
H -7.552 -0.979 -3.303
H 2.093 5.690 -2.506
H -0.723 -2.179 -1.343
H 2.041 -4.134 0.376
H 1.368 -4.397 6.071
H 5.227 4.941 -2.622
H -8.171 -2.671 -3.273
H -1.003 -2.622 -3.992
H -6.269 -3.159 -1.650
H 5.150 4.111 0.881
H 2.265 -0.866 3.077
H -0.158 -1.547 0.221
H -0.634 -0.427 3.741
H 5.998 -0.234 2.566
H 5.269 4.786 3.175
H 1.674 0.425 4.238
H 4.277 6.211 3.783
H -10.239 -2.036 -1.887
H 0.783 2.649 -3.665
H -1.982 4.561 -2.647
H -2.938 -3.519 0.833
H -5.692 -0.710 -1.028
H -4.558 -1.064 4.834
H -3.985 -6.272 0.920
H 4.664 -3.611 0.840
H -9.696 -0.340 -2.187
H 0.465 -1.737 -2.540
H 3.494 4.429 0.384
H -0.012 -2.058 3.471
H -1.421 0.989 0.404
H 2.326 -1.912 -1.167
H 3.330 -0.199 -3.007
H -3.248 5.151 -3.660
H 5.239 1.829 -4.106
H -1.991 -6.254 -0.186
H 4.285 -3.167 2.547
H -4.315 -1.653 -1.688
H 3.779 4.218 -1.944
H -2.243 -0.939 5.210
H 1.750 -5.063 1.786
H 1.502 -2.469 4.543
H 2.012 -1.107 0.404
H 7.107 0.153 -6.560
H 2.288 4.499 -3.720
H -1.676 -0.395 -3.169

Results
- HOMO energy: -8.83 eV
- LUMO energy: -0.165 eV
- Net charge: 0

Atom charges from the Mulliken analysis, given in e for atoms 1 to 5: -0.68 -0.68 -0.43 -0.28 -0.69


<b>
This record from the Open Molecules 2025 dataset describes a structure of composition C37H106N22O14. The level of theory is ωB97M-V/def2-TZVPD.

Geometry (Å):
O -31.797 11.301 15.623
O -34.668 5.280 18.120
O -30.188 6.942 23.023
O -24.821 3.824 17.353
O -29.527 11.512 22.726
O -30.819 5.058 12.819
O -24.114 7.391 16.113
O -27.879 3.829 14.434
O -31.347 1.545 18.783
O -29.816 9.523 18.462
O -24.842 2.301 23.497
O -26.518 7.684 13.370
O -35.981 9.506 13.215
O -21.440 9.809 22.305
N -33.809 9.080 13.780
N -27.721 5.954 13.538
N -30.488 13.039 14.882
N -23.741 5.563 18.275
N -32.261 2.441 21.495
N -27.687 9.086 14.768
N -29.575 11.292 16.010
N -32.839 7.383 12.224
N -34.774 11.062 14.352
N -29.301 8.404 17.745
N -24.236 3.705 19.545
N -22.244 8.613 15.550
N -27.380 6.703 25.436
N -24.248 8.968 14.544
N -33.818 4.590 20.126
N -27.309 11.317 23.223
N -28.019 11.094 21.075
N -27.682 1.553 22.369
N -33.693 3.236 18.309
N -26.132 5.185 14.948
N -28.704 8.208 12.949
N -24.589 11.595 22.122
C -27.517 3.637 21.109
C -27.011 9.066 18.246
C -30.953 0.633 22.466
C -25.857 3.106 22.969
C -29.361 6.336 24.007
C -31.504 7.398 12.862
C -30.353 2.511 18.466
C -28.188 7.556 19.860
C -31.142 0.833 19.979
C -27.387 7.707 23.254
C -34.149 4.400 18.817
C -31.153 6.846 18.496
C -30.318 7.423 17.333
C -24.242 4.314 18.321
C -26.736 2.550 21.838
C -23.955 1.800 22.511
C -31.294 8.171 16.407
C -31.217 3.748 13.215
C -28.366 11.310 22.372
C -31.241 6.116 13.629
C -31.069 1.583 21.298
C -34.922 9.881 13.707
C -23.540 8.284 15.480
C -27.564 8.279 13.681
C -20.070 10.066 22.384
C -24.093 9.580 20.909
C -30.695 11.827 15.496
C -28.247 7.276 24.426
C -28.502 5.650 17.233
C -22.289 10.954 22.123
C -27.504 6.721 17.639
C -27.320 4.920 14.337
C -23.726 10.402 22.150
C -31.539 8.576 13.863
C -30.977 5.985 22.354
C -28.009 7.957 18.408
C -29.682 6.284 16.527
H -26.820 9.223 15.252
H -27.294 9.999 18.736
H -32.129 6.038 14.266
H -34.048 8.136 13.525
H -27.565 3.358 20.054
H -25.386 4.038 22.616
H -28.619 8.363 20.459
H -33.866 11.274 14.718
H -23.958 6.018 17.389
H -31.365 7.615 19.238
H -28.673 5.797 13.233
H -30.666 1.144 23.388
H -28.753 6.640 20.040
H -22.104 11.713 22.885
H -22.083 11.347 21.122
H -31.327 13.533 14.630
H -24.698 2.828 19.689
H -27.830 6.221 26.200
H -19.496 9.145 22.497
H -30.421 6.437 14.287
H -27.936 8.287 22.516
H -29.375 6.564 15.514
H -30.193 -0.145 22.357
H -26.795 6.866 22.888
H -27.368 6.886 13.676
H -19.713 10.550 21.468
H -26.123 2.026 21.097
H -30.225 2.281 21.252
H -28.772 11.031 20.415
H -26.615 8.429 23.553
H -21.790 8.241 16.373
H -33.070 8.320 11.920
H -30.315 5.367 21.742
H -31.604 5.378 23.019
H -28.989 5.372 23.646
H -30.232 0.224 19.870
H -28.595 7.656 12.111
H -27.055 11.284 20.864
H -26.669 6.253 18.165
H -31.939 0.187 22.614
H -30.616 6.011 18.952
H -26.898 4.538 21.151
H -25.206 8.651 14.387
H -28.539 1.558 21.823
H -32.317 2.718 22.465
H -33.026 1.840 21.198
H -29.627 13.547 14.937
H -29.895 6.188 24.955
H -27.299 0.650 22.098
H -23.702 6.102 19.121
H -31.874 8.938 16.918
H -25.748 4.455 15.532
H -26.513 3.403 23.788
H -23.692 4.078 20.301
H -33.246 3.859 20.537
H -26.372 11.101 22.892
H -30.624 8.789 14.425
H -23.432 8.724 20.754
H -33.937 5.528 20.457
H -26.776 9.280 17.204
H -25.121 9.251 21.055
H -26.019 8.831 18.645
H -28.742 8.146 24.881
H -21.636 9.110 14.931
H -31.850 9.520 13.412
H -30.617 2.940 17.501
H -28.684 11.751 15.948
H -25.570 5.964 14.657
H -23.883 2.474 21.655
H -19.764 10.635 23.270
H -23.914 9.712 13.962
H -32.232 3.724 13.611
H -30.440 5.523 16.316
H -28.558 9.517 15.023
H -35.594 11.586 14.590
H -27.056 7.125 16.725
H -23.925 10.116 19.971
H -31.714 6.531 21.763
H -23.827 9.839 23.077
H -24.366 0.865 22.120
H -30.820 7.640 12.046
H -26.785 7.456 25.752
H -29.581 10.488 16.628
H -32.023 7.518 15.924
H -31.872 0.017 20.028
H -27.218 7.310 20.301
H -29.353 2.075 18.470
H -33.750 3.069 17.322
H -29.295 9.018 12.881
H -33.017 2.697 18.822
H -27.982 4.835 16.720
H -27.547 11.309 24.199
H -24.263 12.261 22.813
H -24.577 12.068 21.228
H -30.491 3.470 13.989
H -32.280 8.350 14.637
H -29.706 9.265 19.390
H -32.073 6.420 18.093
H -32.964 9.341 14.254
H -28.528 3.850 21.449
H -31.002 3.025 12.431
H -33.567 7.106 12.872
H -30.689 8.653 15.635
H -22.957 1.646 22.914
H -28.736 4.974 18.070
H -30.494 3.309 19.204

Results
- HOMO energy: -8.45 eV
- LUMO energy: -0.230 eV
- Net charge: 0

Atom charges from the Mulliken analysis, given in e for atoms 1 to 5: -0.58 -0.67 -0.37 -0.70 -0.70


Relative energies, kcal/mol: <a> 0.0; <b> 184.4.


<a>
This record from the Open Molecules 2025 dataset describes the ion C4H11NO with charge +1. The level of theory is ωB97M-V/def2-TZVPD.

Geometry (Å):
O -1.032 -1.788 -0.907
N 1.254 0.190 0.841
C -0.674 0.730 -0.594
C 0.786 1.199 -0.123
C 0.610 0.205 2.181
C -0.738 -0.450 -1.434
H 0.560 1.211 2.805
H 0.093 -0.686 -1.969
H -0.360 -0.231 2.312
H 1.617 1.330 -0.989
H -2.038 -1.895 -1.008
H 0.671 2.230 0.231
H 1.225 -0.748 0.449
H -0.897 1.498 -1.297
H -1.377 0.678 0.242
H -1.264 -0.114 -2.372
H 1.351 -0.401 2.784

Results
- HOMO energy (alpha / beta): -14.97 / -14.96 eV
- 2S+1: 2
- LUMO energy (alpha / beta): -2.850 / -8.011 eV
- Net charge: +1

Atom charges from the natural (NBO) analysis, given in e for atoms 1 to 5: -0.71 -0.14 -0.40 -0.27 -0.51


<b>
This record from the Open Molecules 2025 dataset describes the ion C4H11NO with charge +1. The level of theory is ωB97M-V/def2-TZVPD.

Geometry (Å):
O -0.795 -2.678 2.006
N -0.233 0.173 -0.329
C 0.547 1.940 -1.895
C -0.807 -1.984 0.769
C 0.706 1.243 -0.466
C -0.183 -0.607 0.899
H 0.535 1.078 -2.548
H 1.337 2.668 -1.990
H -0.548 0.002 1.753
H -1.229 0.379 -0.491
H 0.886 -0.746 1.074
H -0.289 -2.478 -0.058
H -0.420 2.418 -1.770
H -1.886 -1.879 0.555
H 0.842 1.989 0.339
H -0.130 -2.235 2.561
H 1.667 0.715 -0.407

Results
- HOMO energy (alpha / beta): -14.83 / -14.82 eV
- 2S+1: 2
- LUMO energy (alpha / beta): -3.279 / -8.604 eV
- Net charge: +1

Atom charges from the natural (NBO) analysis, given in e for atoms 1 to 5: -0.66 -0.09 -0.59 -0.07 -0.31


Relative energies, kcal/mol: <a> 18.3; <b> 0.0.


<a>
This record from the Open Molecules 2025 dataset describes a cluster of 2 separate species, C4H11NO in total. The level of theory is ωB97M-V/def2-TZVPD.

Geometry (Å):
O 0.130 -1.502 -0.868
N -0.840 -1.919 1.183
C 1.590 -1.141 1.050
C -1.093 2.694 -0.446
C 0.026 2.662 -1.446
C 0.279 -1.572 0.385
H -1.669 -2.110 0.814
H -0.969 3.567 0.149
H -0.811 -1.507 2.198
H 0.538 1.657 -1.288
H 2.521 -1.437 0.622
H 0.831 3.325 -1.262
H -0.418 2.908 -2.403
H -1.169 1.839 0.148
H -2.117 2.787 -0.759
H 1.648 -1.427 2.214
H 1.634 -0.014 0.974

Results
- HOMO energy (alpha / beta): -14.23 / -14.23 eV
- 2S+1: 2
- LUMO energy (alpha / beta): -5.149 / -9.525 eV
- Net charge: +1

Atom charges from the natural (NBO) analysis, given in e for atoms 1 to 5: -0.03 -0.68 -0.72 -0.62 -0.60


<b>
This record from the Open Molecules 2025 dataset describes a cluster of 2 separate species, C4H11NO in total. The level of theory is ωB97M-V/def2-TZVPD.

Geometry (Å):
O -1.469 -0.320 -1.347
N -0.154 1.502 0.043
C 0.467 -1.529 -1.933
C 0.440 1.293 1.371
C 0.276 -0.147 1.861
C -0.920 -1.362 -1.807
H 0.512 1.333 -0.700
H 0.003 1.981 2.097
H 1.501 1.527 1.337
H -1.632 -2.173 -1.906
H 1.047 -0.798 1.432
H 0.253 -0.239 2.943
H -0.564 2.406 -0.149
H -1.035 0.320 -0.621
H -0.625 -0.589 1.426
H 1.094 -0.656 -1.993
H 0.807 -2.551 -2.053

Results
- HOMO energy (alpha / beta): -14.76 / -14.74 eV
- 2S+1: 2
- LUMO energy (alpha / beta): -4.260 / -7.805 eV
- Net charge: +1

Atom charges from the natural (NBO) analysis, given in e for atoms 1 to 5: -0.53 -0.84 -0.16 -0.23 -0.62


<c>
This record from the Open Molecules 2025 dataset describes a cluster of 2 separate species, C4H11NO in total. The level of theory is ωB97M-V/def2-TZVPD.

Geometry (Å):
O -1.837 1.552 -0.457
N -0.959 0.524 1.287
C -0.088 -1.726 -1.179
C -0.940 1.519 0.399
C 0.166 2.545 0.523
C 1.224 -1.957 -0.435
H 0.810 2.361 1.373
H -1.707 -0.146 1.224
H 0.029 -1.903 -2.250
H 1.871 -2.645 -0.972
H 1.906 -1.102 -0.362
H 0.941 -2.324 0.552
H -0.283 3.534 0.462
H -0.632 -0.839 -0.866
H -0.841 -2.511 -1.004
H 0.734 2.505 -0.411
H -0.394 0.612 2.117

Results
- HOMO energy (alpha / beta): -14.77 / -14.76 eV
- 2S+1: 2
- LUMO energy (alpha / beta): -4.423 / -9.455 eV
- Net charge: +1

Atom charges from the natural (NBO) analysis, given in e for atoms 1 to 5: -0.03 -0.68 -0.62 0.64 -0.67


Relative energies, kcal/mol: <a> 27.7; <b> 0.0; <c> 2.0.